(1)
This record from OMol25 describes one molecule with the formula C3H4FI at a distorted geometry. The level of theory is the ωB97M-V functional and the def2-TZVPD basis.

Kohn-Sham gap (spin up / spin down) ... 8.15 / 9.01 eV
Molar mass ... 185.967 g mol⁻¹
Relative energy (zero: lowest compared OMol25 entry of this formula, charge and spin) ... 1.84 kcal/mol
Spin multiplicity ... 3

Each line ends with the Löwdin spin population.
Cartesian coordinates (Å):
C 0.300 0.176 0.674  0.133
C -0.735 -0.946 0.384  0.690
C 0.502 0.981 -0.670  0.747
F -2.017 -0.881 0.733  0.169
I 1.854 0.235 -2.001  0.164
H -0.120 0.639 1.543  0.008
H 1.327 -0.045 0.862  0.013
H -0.576 -1.402 -0.521  0.044
H -0.535 1.242 -1.005  0.032

Forces on atoms 1 to 6 (eV/Å):
C -1.1859 -0.1866 -1.8879
C 2.2920 0.8220 1.2321
C -2.6800 -0.1880 1.6130
F -0.0486 0.6750 0.4806
I -0.0830 0.1361 -0.0120
H -0.0406 1.3793 0.2668


(2)
This record from OMol25 describes one molecule with the formula C3H4FN at a distorted geometry. The level of theory is the ωB97M-V functional and the def2-TZVPD basis.

Kohn-Sham gap ... 12.30 eV
Molar mass ... 73.070 g mol⁻¹
Relative energy (zero: lowest compared OMol25 entry of this formula, charge and spin) ... 21.34 kcal/mol
Structure (SMILES) ... N#CCCF

Each line ends with the Löwdin charge.
Cartesian coordinates (Å):
N -0.976 2.377 0.261  0.172
C -0.695 1.350 -0.146  -0.279
C -0.465 0.055 -0.573  -0.136
C 0.543 -0.737 0.484  -0.087
F 1.647 0.016 1.012  -0.110
H -0.168 0.056 -1.694  0.154
H -1.177 -0.677 -0.673  0.077
H 0.133 -0.986 1.402  0.092
H 1.158 -1.454 -0.072  0.117

Forces on atoms 1 to 6 (eV/Å):
N 0.0278 1.1173 0.2976
C -1.4812 1.0077 0.6587
C 4.7835 -2.4022 -1.0561
C 2.7035 2.2088 -2.8048
F -0.7182 0.7506 -0.7326
H 0.6422 0.1721 1.9026


(3)
This record from OMol25 describes an isolated ion of composition C3H4FN2O2 and charge -1 at a distorted geometry. The level of theory is the ωB97M-V functional and the def2-TZVPD basis.

Total charge ... -1
Kohn-Sham gap ... 7.74 eV
Molar mass ... 119.075 g mol⁻¹
Relative energy (zero: lowest compared OMol25 entry of this formula, charge and spin) ... 41.30 kcal/mol
Structure (SMILES) ... C[C@](F)(C#N)[NH+]([O-])[O-]

Each line ends with the Löwdin charge.
Cartesian coordinates (Å):
C -1.016 0.759 -0.473  -0.028
C 0.244 -0.054 -0.287  -0.402
F 1.318 0.649 -1.096  -0.072
C 0.181 -1.430 -0.832  -0.144
N -0.041 -2.485 -1.249  0.147
N 0.799 -0.033 1.155  -0.523
O 0.701 1.151 1.693  -0.205
O 1.893 -0.736 1.215  -0.197
H -1.846 0.289 0.073  0.087
H -1.274 0.792 -1.540  0.088
H -0.813 1.733 -0.009  0.083
H -0.145 -0.634 1.352  0.166

Forces on atoms 1 to 6 (eV/Å):
C 0.0774 -0.2691 0.2638
C 3.1282 2.2884 -2.4237
F -2.0522 -1.2521 0.8896
C -0.2981 -0.3751 0.1543
N 0.2802 0.8664 0.2704
N -3.3269 -1.7548 -1.4210


Which value of relative energy (zero: lowest compared OMol25 entry of this formula, charge and spin) does entry 3 give? 41.30 kcal/mol


Copy entry 1 word for word.
This record from OMol25 describes one molecule with the formula C3H4FI at a distorted geometry. The level of theory is the ωB97M-V functional and the def2-TZVPD basis.

Kohn-Sham gap (spin up / spin down) ... 8.15 / 9.01 eV
Molar mass ... 185.967 g mol⁻¹
Relative energy (zero: lowest compared OMol25 entry of this formula, charge and spin) ... 1.84 kcal/mol
Spin multiplicity ... 3

Each line ends with the Löwdin spin population.
Cartesian coordinates (Å):
C 0.300 0.176 0.674  0.133
C -0.735 -0.946 0.384  0.690
C 0.502 0.981 -0.670  0.747
F -2.017 -0.881 0.733  0.169
I 1.854 0.235 -2.001  0.164
H -0.120 0.639 1.543  0.008
H 1.327 -0.045 0.862  0.013
H -0.576 -1.402 -0.521  0.044
H -0.535 1.242 -1.005  0.032

Forces on atoms 1 to 6 (eV/Å):
C -1.1859 -0.1866 -1.8879
C 2.2920 0.8220 1.2321
C -2.6800 -0.1880 1.6130
F -0.0486 0.6750 0.4806
I -0.0830 0.1361 -0.0120
H -0.0406 1.3793 0.2668


Among the records above, which one has the highest molar mass? C3H4FI


The highest relative energy (zero: lowest compared OMol25 entry of this formula, charge and spin) belongs to which entry? C3H4FN2O2